Entry 1:
The following is a quantum chemistry calculation of an isolated molecule of C5H9NO, from the OMol25 dataset.

The geometry in XYZ format:
```
16
C5H9NO ωB97M-V/def2-TZVPD
H -0.3165 1.6750 -0.8859
O -0.9199 -0.9022 -1.2299
C -0.3196 -2.0029 -0.8342
H 1.4177 -1.1120 -0.4250
H -0.3896 -2.0091 0.2900
C -1.4521 0.0020 -0.2701
H 2.6999 -0.2941 0.4272
C 1.7767 -0.1200 -0.1316
C -0.5214 1.1310 0.0456
C 0.8078 0.7181 0.7105
H -1.0722 1.8036 0.7098
H 2.0255 0.3900 -1.0681
N -2.6016 -0.1562 0.2086
H 0.5882 0.2164 1.6614
H -3.0457 -0.9896 -0.1824
H 1.3228 1.6501 0.9741
```

Results
HOMO energy, eV: -8.92
Spin multiplicity: 1

These are the natural (NBO) partial charges, in e, on atoms 1 to 5:
1 H 0.229
2 O -0.512
3 C 0.117
4 H 0.206
5 H 0.058

Entry 2:
The following is a quantum chemistry calculation of an isolated molecule of C5H9NO in a non-equilibrium geometry, from the OMol25 dataset.

The geometry in XYZ format:
```
16
C5H9NO ωB97M-V/def2-TZVPD
H 1.6757 -1.2618 -0.6472
C -1.1529 -0.7366 -0.2317
H 0.8220 0.4185 -2.0972
H 2.1803 0.1555 0.1659
C 1.3447 -0.6159 0.1874
C 0.3137 1.0859 -1.3191
C -0.9669 0.4693 2.1834
O -0.2278 1.1108 0.9394
H -0.5722 1.6705 -1.6258
H 1.1531 1.7702 -0.9342
H -1.1770 -1.5180 0.5660
N -1.4441 -0.0379 3.0825
C 0.0770 0.1733 -0.1014
H 1.2416 -1.2325 0.9988
H -1.9842 -0.0676 -0.0124
H -1.2829 -1.3838 -1.1545
```

Results
HOMO energy, eV: -11.14
Spin multiplicity: 1
SMILES: CC(C)(C)OC#N

These are the natural (NBO) partial charges, in e, on atoms 1 to 5:
1 H 0.221
2 C -0.657
3 H 0.225
4 H 0.217
5 C -0.636

Entry 3:
The following is a quantum chemistry calculation of an isolated molecule of C5H9NO in a non-equilibrium geometry, from the OMol25 dataset.

The geometry in XYZ format:
```
16
C5H9NO ωB97M-V/def2-TZVPD
C -0.6278 -0.8040 -0.4615
C 1.8515 -0.5493 -0.2193
H -2.3381 -1.8908 0.4717
H 1.8590 0.1033 -1.0643
O -2.8255 1.2348 -0.1579
C 0.5566 -0.1545 0.2962
N -1.8622 -1.0031 0.2885
H 1.1191 1.8923 0.9291
C -2.5116 0.1133 0.0341
H -0.6523 1.5955 0.4773
H 0.2553 -0.3563 1.3925
H 2.0722 -1.6455 -0.5530
H 0.5717 1.7521 -0.7457
H 2.7683 -0.2831 0.4490
H -0.5839 -1.4087 -1.4167
C 0.3479 1.4040 0.2799
```

Results
HOMO energy (alpha / beta), eV: -6.75 / -6.74
Spin multiplicity: 1

These are the natural (NBO) partial charges, in e, on atoms 1 to 5:
1 C -0.300
2 C -0.617
3 H 0.389
4 H 0.210
5 O -0.458

Entry 4:
The following is a quantum chemistry calculation of an isolated molecule of C5H9NO, from the OMol25 dataset.

The geometry in XYZ format:
```
16
C5H9NO ωB97M-V/def2-TZVPD
N 2.3350 0.6002 0.8130
H -1.8436 0.1931 1.0493
C 0.9309 -1.0733 -0.2738
H 1.6041 -1.7572 0.2446
H 2.3711 1.6187 0.9046
C -1.3878 0.0171 0.0777
C -0.5152 -1.2568 0.2006
H -0.9969 -2.0640 -0.3589
C -0.7331 1.3414 -0.3929
H -1.1648 1.6634 -1.3456
H -0.9565 2.1288 0.3377
C 1.3677 0.3269 0.0490
O 0.6653 1.3105 -0.5915
H -2.1833 -0.1816 -0.6070
H -0.4985 -1.5881 1.2431
H 1.0056 -1.2790 -1.3499
```

Results
HOMO energy, eV: -9.92
Spin multiplicity: 1
SMILES: [H]/N=C1/CCCCO1

These are the natural (NBO) partial charges, in e, on atoms 1 to 5:
1 N -0.660
2 H 0.214
3 C -0.487
4 H 0.237
5 H 0.343

Entry 5:
The following is a quantum chemistry calculation of a structure of composition C5H9NO in a non-equilibrium geometry, from the OMol25 dataset.

The geometry in XYZ format:
```
16
C5H9NO ωB97M-V/def2-TZVPD
C 0.7004 1.4597 0.4018
C -0.7484 1.2739 -0.1235
H 1.3404 2.0386 -0.2740
H 2.6546 -1.7212 0.6749
C -0.4384 -0.2483 -0.5641
H -2.0042 -1.1737 0.7164
H 0.0638 -0.7482 -1.4939
N 1.6707 -0.8932 0.1920
O 2.9380 -0.7377 0.7181
H -2.3907 -0.8788 -0.9862
C 0.8079 -0.0094 0.2180
C -1.5952 -1.1960 -0.2975
H -1.4094 1.2388 0.7619
H -1.1479 2.0225 -0.8027
H -1.3184 -2.2177 -0.5693
H 0.8769 1.7907 1.4280
```

Results
HOMO energy, eV: -9.30
Spin multiplicity: 1

These are the natural (NBO) partial charges, in e, on atoms 1 to 5:
1 C -0.480
2 C -0.378
3 H 0.230
4 H 0.522
5 C -0.265

Entry 6:
The following is a quantum chemistry calculation of an isolated molecule of C5H9NO, from the OMol25 dataset.

The geometry in XYZ format:
```
16
C5H9NO ωB97M-V/def2-TZVPD
H 1.0461 0.2665 2.0111
H 0.6529 -1.4784 -0.7737
C 1.3690 -0.6504 -0.6632
H -1.9767 -0.9482 -0.3455
H -0.9462 1.8733 -0.7423
H 2.2073 -1.0179 -0.0607
H -0.6749 0.4852 -1.7973
H 1.4094 1.4568 -0.2322
H 1.7379 -0.4044 -1.6636
O -0.6086 -1.5344 1.8472
H -2.4006 0.5355 0.5413
C 0.7237 0.6209 -0.0918
C -1.5736 -0.0541 0.1346
N 0.3317 0.5129 1.3334
C -0.6396 -0.4820 1.2576
C -0.6578 0.8188 -0.7549
```

Results
HOMO energy, eV: -9.53
Spin multiplicity: 1
SMILES: C[C@H]1CCC(=O)N1

These are the natural (NBO) partial charges, in e, on atoms 1 to 5:
1 H 0.386
2 H 0.213
3 C -0.637
4 H 0.231
5 H 0.217

Entry 7:
The following is a quantum chemistry calculation of an isolated molecule of C5H9NO in a non-equilibrium geometry, from the OMol25 dataset.

The geometry in XYZ format:
```
16
C5H9NO ωB97M-V/def2-TZVPD
H -2.5253 -1.3368 -0.3374
C 0.1777 0.8359 0.1560
C -0.5407 -0.5243 0.0801
H -0.2474 1.4860 -0.6171
H -2.0483 0.0442 -1.3457
O 1.8670 0.0463 -1.3100
C 1.6758 0.7213 -0.0785
H 2.1503 0.1778 0.7518
H -0.0047 1.3168 1.1242
N -0.3464 -1.8159 2.3620
H 2.1126 1.7307 -0.1143
H 2.7776 -0.2657 -1.3518
H -0.0193 -1.1238 -0.6747
H -2.5414 0.3043 0.3400
C -0.4282 -1.2502 1.3554
C -2.0083 -0.3733 -0.3346
```

Results
HOMO energy, eV: -10.74
Spin multiplicity: 1
SMILES: C[C@H](C#N)CCO

These are the natural (NBO) partial charges, in e, on atoms 1 to 5:
1 H 0.223
2 C -0.399
3 C -0.341
4 H 0.214
5 H 0.216

Entry 8:
The following is a quantum chemistry calculation of an isolated molecule of C5H9NO in a non-equilibrium geometry, from the OMol25 dataset.

The geometry in XYZ format:
```
16
C5H9NO ωB97M-V/def2-TZVPD
H -1.0368 -0.7403 1.6729
N -1.2645 2.2560 0.7488
H -1.5154 -1.5956 -1.2360
O 1.0064 0.0781 -0.8352
C 1.9855 0.7470 -0.0916
C -0.7404 1.2924 0.3604
C -0.2160 -1.0268 1.0058
H -0.3488 -2.0872 0.7042
H 1.8578 1.8483 -0.1372
C -0.2578 -0.0138 -0.1793
C -1.4163 -0.4946 -1.1443
H 1.9600 0.4796 0.9876
H -2.3528 -0.1423 -0.6891
H 2.9387 0.4265 -0.5292
H 0.7480 -0.9375 1.5271
H -1.3476 -0.0899 -2.1652
```

Results
HOMO energy, eV: -10.50
Spin multiplicity: 1
SMILES: COC(C)(C)C#N

These are the natural (NBO) partial charges, in e, on atoms 1 to 5:
1 H 0.225
2 N -0.314
3 H 0.219
4 O -0.515
5 C -0.259

One value per record, in order, for relative energy (zero: lowest compared OMol25 entry of this formula, charge and spin): 98.3, 77.8, 122.6, 31.0, 125.1, 9.8, 24.4, 42.3 kcal per mole.